28
Properties=species:S:1:pos:R:3:forces:R:3 method="wB97M-V/def2-TZVPD" homo_energy_ev=-11.558 total_charge=+1 total_energy_ev=-106200.8303 lumo_ev=-6.266 max_force_ha_per_bohr=0.13403
P -2.35558 -2.00006 -3.54188 2.7904 -2.5867 -1.6850
Br -3.91905 1.26321 -3.14747 1.0853 -1.4114 0.2374
H 1.71689 2.13263 3.74983 -0.0451 0.0312 -0.1712
H 1.59303 -0.32466 3.37450 0.0894 0.1321 -0.0284
H -0.31399 0.73265 0.37788 -0.0208 0.3230 0.2032
H -0.39074 1.12368 2.69416 0.0841 -0.1167 -0.1036
O -1.67268 0.00410 -1.23727 -1.0622 -2.2869 -2.3901
N 0.28025 1.47672 0.74554 0.0783 -0.4584 -0.1815
H 0.57913 -0.95622 2.08844 0.1031 0.0306 -0.0788
C 0.56495 1.19562 2.16013 0.4480 -0.0225 -0.0405
H 3.63047 1.30596 1.46339 0.1093 0.0692 0.2166
N -4.77725 -2.61714 -4.14555 -3.8708 4.1256 -3.9364
C 3.59718 0.28998 1.86207 0.1921 -0.0140 -0.3423
O -1.08785 -2.91479 -2.77471 -2.3636 2.3680 -1.5008
H 2.15709 2.70692 2.13103 -0.0778 -0.1240 0.0075
O 2.40035 -0.35200 1.45019 -0.4314 -0.0160 0.4561
O -4.93302 -1.79972 -5.05735 0.7053 -3.1330 3.8443
H -0.98075 -0.72386 -1.18219 -1.0691 1.1535 0.1575
C 1.29141 -0.15906 2.33322 -0.0929 -0.0042 -0.2423
H 3.70792 0.30041 2.95038 -0.0838 0.0508 -0.0485
H 1.15765 1.36193 0.23001 -0.1705 0.1949 0.1845
O -3.53053 -3.12785 -4.15952 5.4312 1.0372 1.9133
H 0.65556 3.24028 2.87042 0.1097 -0.1992 -0.0821
H -0.23829 -2.38712 -2.67254 -1.1888 -0.7003 -0.4835
P -3.11659 -0.57577 -2.07757 -0.2965 2.1573 3.4000
C 1.32397 2.37855 2.75602 -0.1002 0.2562 0.2900
H -1.78124 -1.31794 -4.67464 -0.1802 -0.8151 0.3514
H 4.44172 -0.25643 1.43347 -0.1726 -0.0413 0.0535

***

22
Properties=species:S:1:pos:R:3:forces:R:3 method="wB97M-V/def2-TZVPD" homo_energy_ev="-11.589 / -11.141" total_charge=+1 relative_energy_ev=2.859 total_energy_ev=-27747.2702 lumo_ev="-3.150 / -4.660" max_force_ha_per_bohr=0.07772
N 1.28507 0.63693 1.76082 3.3493 0.2749 2.1630
C 0.81178 2.25931 -2.86980 0.4033 0.0910 2.7093
H 0.73907 2.46330 -3.89900 -0.5387 1.0012 -1.4513
C 0.59953 0.81873 -2.79902 1.1274 -0.2655 0.6107
H -0.96331 -1.63705 3.04348 -0.3487 0.3187 0.2328
H -1.53807 -2.32302 -0.43358 0.1323 0.1939 -0.3172
N -1.04946 -1.92868 2.07505 -3.3518 0.1634 0.4750
Cl 1.83058 -2.23607 0.76796 -0.8579 1.1435 -0.1026
H -0.05765 2.62512 -2.23918 1.1995 0.7208 -1.0604
H 0.95735 1.56712 1.97659 -0.2638 0.0080 -0.2272
H 2.28970 0.55816 2.19130 -2.5618 0.0315 -1.3669
H -0.34128 0.59237 -3.20342 -1.1766 -1.1120 -0.1870
H 1.82683 2.60592 -2.54622 -1.1008 -0.2008 0.0678
C -1.08083 -0.79384 1.08412 -1.4407 0.6504 -0.8937
H -2.09966 -0.70813 -0.90986 0.3797 1.4381 -1.6829
H 1.41663 0.13584 -2.88272 0.1662 -0.4953 -0.0531
C -1.92432 -1.35103 -0.12049 1.1080 -0.9745 2.4938
Si 0.73826 -0.34542 0.50996 -0.0286 -0.7063 -0.5939
H -1.69446 0.04191 1.59645 1.3439 -1.0889 -0.8997
H -1.89582 -2.57968 1.95577 1.3067 1.2210 0.4235
H -2.88917 -1.50032 0.27759 -1.4435 -0.5365 0.4746
H -0.26278 -2.46876 1.93883 2.5965 -1.8764 -0.8145

***

24
Properties=species:S:1:pos:R:3:forces:R:3 method="wB97M-V/def2-TZVPD" homo_energy_ev=-8.189 relative_energy_ev=0.000 total_energy_ev=-31955.1871 lumo_ev=0.557 max_force_ha_per_bohr=0.06256
H -0.45580 0.25087 -3.82572 -0.0148 0.0028 0.2667
H -2.13554 -1.05613 3.33334 0.3751 -0.1859 0.0352
H 1.16448 0.23940 -4.47176 -0.1033 -0.1271 0.0361
H -0.01328 1.84743 -1.01001 -0.2421 -0.1490 0.0100
H -0.62288 -1.29198 2.60481 -0.6530 0.4066 0.1566
N -0.82620 0.39308 3.60967 0.6399 0.1337 -0.2287
H 0.97632 0.41643 -2.76835 0.0067 -0.0082 -0.2947
H 1.65690 -2.01496 -3.51553 -0.0796 -0.0193 0.2101
C 0.62809 -1.66803 -3.61207 -0.0526 0.3981 -1.1636
S 1.39503 0.00930 2.15018 -0.1284 0.3195 0.3834
H -1.49939 1.09715 3.91047 0.3392 -0.2949 -0.3098
C 0.41629 0.82267 3.23121 -0.3931 0.1836 0.5101
C -0.79423 1.08836 -0.88297 -0.0052 -0.1060 -0.3162
N 0.76915 1.97144 3.87065 0.3720 0.3686 0.0660
H 0.26146 2.26566 4.69933 0.2874 -0.1214 -0.3205
H -1.55989 1.18831 -1.66353 0.1816 0.1853 0.2685
N -1.38809 -0.61897 2.80000 -0.3623 -0.5108 -0.4094
H -1.24001 1.17155 0.11567 0.1763 -0.1708 -0.3129
H 0.26718 -2.02510 -4.58563 0.0995 0.0965 0.1272
H -0.00021 -2.20064 -2.89061 0.1168 0.0100 -0.2771
H 1.71817 2.30834 3.75244 -0.4114 -0.2344 0.0557
Hg 0.09105 -0.84673 -1.13904 -0.8956 0.2383 3.0805
C 0.55377 -0.10732 -3.62771 0.6251 -0.3316 -1.3681
I 0.63765 -3.24012 -0.08484 0.1219 -0.0836 -0.2048

***

23
Properties=species:S:1:pos:R:3:forces:R:3 method="wB97M-V/def2-TZVPD" homo_energy_ev=-4.941 total_charge=-1 relative_energy_ev=0.000 total_energy_ev=-20667.9751 lumo_ev=3.446 max_force_ha_per_bohr=0.00830
H 0.17813 -29.68855 7.72050 -0.0459 -0.0991 0.0084
H -6.52199 -29.19800 4.58980 0.0522 -0.1349 0.0356
H -8.94730 -30.73832 9.07803 -0.0033 0.0154 0.0019
H -6.71517 -27.09674 3.69367 -0.0218 -0.0247 -0.0463
H -8.87903 -27.91040 5.64121 0.0411 0.0032 -0.0566
I -4.72042 -29.54963 6.50857 -0.0335 0.0429 -0.0685
C -0.87048 -29.54181 7.45130 0.1778 0.3732 -0.1052
C -8.17251 -27.16840 5.24040 -0.1245 -0.0076 0.2593
H -6.35272 -29.74251 8.57350 0.0360 0.0297 -0.0082
H -8.32730 -27.57453 3.13753 -0.0187 -0.0682 0.0386
H -0.93887 -29.48102 6.35857 -0.0269 -0.0673 0.0363
O -7.18368 -26.84568 6.20198 -0.0669 -0.0490 -0.2267
O -7.09987 -29.89736 9.17428 -0.2152 -0.1924 -0.0610
C -8.04829 -30.67600 8.46308 0.1431 0.1629 0.1145
C -7.59802 -27.70096 3.94345 0.0302 0.1753 -0.0765
H -7.68981 -31.69359 8.27426 0.0332 0.0127 -0.0202
O -1.61785 -30.60727 7.98100 0.0074 -0.0238 0.0751
H -2.54263 -30.45319 7.72931 -0.0474 -0.0526 -0.0257
H -6.55440 -27.58556 6.24841 0.0558 0.0277 0.2503
H -8.31081 -30.21942 7.50395 0.0025 -0.0158 -0.0125
H -1.17724 -28.56374 7.84888 -0.0572 -0.1449 0.0079
H -8.73843 -26.25052 5.05720 0.0815 0.0430 -0.0493
O -7.28213 -29.07463 3.99696 0.0005 -0.0058 -0.0712

***

19
Properties=species:S:1:pos:R:3:forces:R:3 method="wB97M-V/def2-TZVPD" homo_energy_ev=-14.497 total_charge=+1 relative_energy_ev=0.796 total_energy_ev=-5858.0574 lumo_ev=-4.065 max_force_ha_per_bohr=0.02764
H 3.06000 -1.88623 1.88621 0.3838 0.0071 -0.2687
C -1.66894 0.66279 -0.75293 -0.3225 -0.7755 -0.1830
H 1.77851 -2.80832 1.18115 -0.1087 -0.1098 -0.1629
H -1.00218 2.68841 -0.49709 -0.0415 -0.0867 -0.1552
H -2.01933 -0.48847 1.07681 -0.0515 -0.0050 -0.0639
H -2.46636 0.16097 -1.30476 -0.0129 -0.0027 -0.0580
H 2.15726 -0.02883 0.70784 -0.0111 -0.1825 0.4222
C -1.49955 2.07814 -1.26758 0.5711 0.4837 0.8257
C -1.95324 0.54902 0.74429 0.3417 -0.0153 -0.3864
N 2.09378 -0.92662 0.22948 0.6532 -0.7549 -0.8473
H -1.12698 1.02330 1.26577 0.0273 0.1613 0.4129
H 2.71196 -0.86894 -0.58295 -0.3766 0.5430 -0.2022
H 1.13757 -1.05024 -0.11660 0.0458 0.1009 0.0923
H -0.86302 2.13830 -2.14380 -0.1544 -0.0653 -0.2962
H 3.29004 -2.68612 0.25595 0.2829 -0.0505 0.0388
C 2.62472 -2.17894 0.93430 -0.9651 0.4967 0.9176
H -2.44326 2.57401 -1.45691 -0.2137 -0.0402 -0.1699
H -2.87571 1.04571 1.01963 -0.1207 0.1551 0.0704
H -0.77657 0.05807 -0.98872 0.0728 0.1408 0.0137

***

19
Properties=species:S:1:pos:R:3:forces:R:3 method="wB97M-V/def2-TZVPD" homo_energy_ev=-14.687 total_charge=+1 relative_energy_ev=0.939 total_energy_ev=-5857.9145 lumo_ev=-3.759 max_force_ha_per_bohr=0.03420
C 1.75224 -1.25544 2.35156 -0.8018 -0.5014 0.4644
H -1.07678 0.85525 -2.80071 -0.0979 0.2503 -0.5461
C -2.75713 0.63132 -1.46604 0.7155 0.2335 0.3874
H 1.06712 -1.03132 0.43178 0.4004 -0.1472 -0.1806
H -2.59602 0.21669 -3.57050 0.2278 0.1491 -0.4319
H -3.04918 -0.18234 -0.81238 -0.2264 -0.3780 -0.1625
C 2.09253 0.75192 0.85206 -0.4453 -0.7190 1.1157
H 1.21403 -2.20085 2.43344 0.0309 0.0417 -0.3064
C -1.94385 0.20906 -2.71001 -0.3942 0.2534 1.0302
H -2.17933 1.29868 -0.81364 0.0522 0.0200 -0.1510
H 0.25891 -0.05549 1.32568 -0.0208 -0.2110 1.0592
N 1.20320 -0.43868 1.25014 -0.0964 0.7571 -1.5842
H -3.64039 1.19243 -1.72233 -0.3451 0.0962 -0.1491
H 2.83039 0.38749 0.15618 0.0117 0.2202 -0.4278
H 1.56788 -0.75004 3.29085 0.4843 0.2987 0.0858
H 1.42372 1.54025 0.53035 0.2707 0.0699 -0.5088
H 2.59359 1.06575 1.76420 -0.0046 0.0876 -0.0064
H -1.55250 -0.78547 -2.60615 0.1068 -0.6326 0.0526
H 2.79155 -1.44922 2.11552 0.1321 0.1117 0.2596